134
Properties=species:S:1:pos:R:3:lowdin_charge:R:1 method="wB97M-V/def2-TZVPD" smiles="CCCCCCCC[C@@]1(Cl)OC(=O)O[C@@H]1CCc1ccccc1.O=C1C=CC(=O)C=C1.O=C1C=CC(=O)C=C1.O=C1C=CC(=O)C=C1.O=C1C=CC(=O)C=C1.O=C1C=CC(=O)C=C1.O=C1C=CC(=O)C=C1.O=C1C=CC(=O)C=C1" orbital_gap_ev=7.136 homo_ev=-8.78 total_energy_ev=-111471.8508
O 3.742 5.035 10.147 0.092
O -5.346 3.637 -9.361 0.090
H 1.288 8.376 8.498 0.123
C 2.461 6.737 9.153 0.029
H -0.063 2.983 2.011 0.115
H 1.590 2.815 -1.089 0.112
H -5.384 1.159 -10.596 0.112
C -0.070 2.395 -2.376 -0.070
C -4.583 -0.595 -9.552 -0.361
H 6.538 3.118 7.881 0.124
C -6.549 -2.149 -1.025 0.022
C -1.841 -3.891 0.423 -0.110
H -3.988 -2.542 -8.746 0.123
O -5.699 -3.417 0.768 0.102
H 5.638 -3.806 -6.493 0.122
C 5.457 -4.425 -5.623 0.022
C -5.406 0.076 -10.589 0.032
H -4.588 1.976 -5.287 0.122
H 3.268 -3.945 -1.375 0.097
O 2.519 4.324 6.364 0.085
C 1.649 8.502 10.654 -0.386
C 0.052 2.500 5.938 -0.383
H 4.215 3.963 8.280 0.090
H -0.670 -5.128 -2.132 0.109
C -0.392 3.537 8.115 0.017
O -6.852 -3.212 -4.396 0.104
C -1.393 1.976 -2.458 -0.087
H -2.743 -5.023 -1.106 0.084
H 0.486 2.642 -3.271 0.104
C -0.418 3.620 6.789 0.010
C 4.023 -5.522 -3.962 -0.391
H 0.510 -5.489 0.653 0.114
H 0.742 -3.208 -0.030 0.068
C 2.481 -0.916 2.085 -0.702
C 1.779 7.867 9.317 0.025
H 3.199 -1.794 -0.393 0.114
H -0.765 4.503 6.268 0.125
C 5.329 3.084 4.592 0.032
C 6.447 -5.852 -3.770 0.022
H -7.267 -1.222 -2.791 0.121
H 1.384 -6.054 -0.753 0.103
H 1.374 1.304 3.044 0.064
H 2.562 6.249 8.190 0.107
O 2.069 0.286 0.212 0.073
C 3.320 0.611 0.641 -0.562
H 5.690 2.819 3.606 0.125
H 3.477 6.182 12.458 0.123
C -4.586 3.204 -8.519 -0.401
C 0.549 1.281 6.622 0.024
H -0.194 0.746 2.572 0.119
C 5.225 -6.093 -3.304 0.019
C 0.552 2.505 -1.139 -0.043
C -2.079 1.679 -1.287 -0.089
C 2.588 -2.373 1.643 -0.166
C -4.596 -2.078 -9.513 0.024
H 2.198 8.306 12.766 0.122
H 1.500 2.897 1.243 0.117
H -1.094 -3.947 1.215 0.062
H 3.119 -2.921 2.422 0.107
H -5.825 -5.311 -3.274 0.123
H -0.719 4.346 8.756 0.121
C 1.358 -0.117 1.388 -0.234
C -6.001 -4.480 -2.604 0.022
C -6.129 -0.629 -11.455 0.027
C -6.839 -2.099 -2.322 0.020
C 3.641 3.893 6.172 -0.365
C -0.131 2.214 0.039 -0.233
H 5.044 -6.711 -2.433 0.122
H 0.933 0.319 8.472 0.123
H 7.338 -6.257 -3.309 0.122
H 3.344 -4.260 -5.616 0.122
C -6.143 -2.114 -11.419 -0.385
Cl 2.414 -0.871 3.867 0.770
O -2.049 1.672 -5.718 0.095
C 4.588 3.707 7.295 0.027
H -6.737 -0.164 -12.221 0.124
C -2.806 2.124 -6.550 -0.380
C 0.772 1.058 2.172 -0.149
H -6.721 -1.316 -0.355 0.122
H -6.141 2.905 -7.008 0.122
C 0.105 2.320 8.802 -0.385
O 7.413 2.498 5.519 0.110
C -1.456 1.799 -0.052 -0.046
O -3.921 0.050 -8.765 0.109
H -2.006 1.568 0.856 0.113
C 2.309 7.826 11.802 0.024
H -1.849 1.905 -3.437 0.070
O 4.028 1.422 0.150 0.185
C 0.574 1.197 7.949 0.028
C -5.079 2.785 -7.183 0.018
C 4.235 -4.667 -5.157 0.022
C -1.944 -5.191 -0.377 -0.252
O 2.910 -5.741 -3.534 0.095
O 7.773 -4.778 -5.392 0.110
C 0.648 -5.317 -0.420 -0.213
C 2.767 -3.898 -0.406 -0.188
H 3.379 3.679 4.008 0.121
H 0.885 0.477 5.979 0.087
H -1.572 -3.056 -0.229 0.076
H 3.088 -4.778 0.157 0.114
C 3.284 -2.630 0.300 -0.161
C 3.121 6.067 10.301 -0.369
C -6.588 -3.260 -3.214 -0.387
H -5.346 -3.864 -10.371 0.123
O -6.802 -2.756 -12.206 0.111
H -2.800 3.386 -9.768 0.124
C 1.257 -3.928 -0.663 -0.203
H -2.809 -3.653 0.866 0.060
C 2.990 6.695 11.638 0.023
H -0.728 -6.670 -1.329 0.104
H -2.283 -5.991 0.284 0.106
H 1.572 -2.765 1.639 0.105
C -0.673 -5.594 -1.143 -0.209
H 4.351 -2.756 0.493 0.119
C -5.714 -4.530 -1.306 0.012
C -3.136 3.066 -8.790 0.007
C -4.253 2.289 -6.268 0.022
C 4.098 3.541 4.806 0.027
C 6.291 2.912 5.713 -0.382
C -2.314 2.555 -7.881 0.012
O 0.050 2.582 4.727 0.098
C -5.319 -2.782 -10.379 0.024
C 5.822 3.259 7.080 0.031
O 1.027 9.530 10.805 0.109
O 3.643 -0.157 1.705 0.054
H -3.111 1.352 -1.344 0.095
H 0.552 -0.795 1.114 0.160
H 1.029 -3.657 -1.696 0.117
C 6.661 -4.998 -4.968 -0.386
C 0.563 2.353 1.373 -0.128
C -5.964 -3.369 -0.414 -0.385
O 0.130 2.244 10.011 0.105
H -1.254 2.430 -8.060 0.124
H -5.285 -5.406 -0.836 0.119